Formula: C42H50HfI2N8O2P
Source: the Open Molecules 2025 dataset
Level of theory: ωB97M-V/def2-TZVPD

Each line ends with the Mulliken charge.
CARTESIAN COORDINATES (ANGSTROEM)
1 Hf 0.42632 0.89967 -0.06489  0.411
2 C 0.01285 4.94473 1.37318  -1.930
3 C -0.09379 3.48672 1.72175  1.368
4 C -1.31022 2.80068 1.47655  0.618
5 C -2.51105 3.59484 1.05032  -1.811
6 C -1.41671 1.41993 1.73779  1.337
7 C -2.74034 0.70986 1.52222  -1.957
8 C -0.33566 0.74876 2.38686  0.476
9 C -0.48277 -0.69644 2.82512  -1.682
10 C 0.80343 1.48416 2.77616  1.771
11 C 1.80188 0.91397 3.74544  -2.435
12 C 0.95236 2.83692 2.37715  1.121
13 C 2.21041 3.58046 2.71512  -2.236
14 H -0.33122 5.56216 2.20927  0.476
15 H -0.59616 5.20860 0.51187  0.307
16 H 1.03541 5.24174 1.15952  0.409
17 H -2.81923 4.21527 1.89872  0.423
18 H -3.36530 2.98494 0.78031  0.358
19 H -2.30192 4.28441 0.23592  0.436
20 H -3.23573 1.02195 0.60538  0.428
21 H -3.41538 0.94573 2.34791  0.520
22 H -2.65077 -0.36899 1.47774  -0.039
23 H -0.83860 -0.73803 3.85766  0.511
24 H 0.46593 -1.23073 2.79350  0.341
25 H -1.19364 -1.25219 2.22410  -0.131
26 H 2.82932 0.99566 3.40128  0.425
27 H 1.60101 -0.11501 4.02199  0.460
28 H 1.74192 1.50604 4.66332  0.448
29 H 2.04783 4.23276 3.57890  0.414
30 H 2.53106 4.21528 1.89212  0.315
31 H 3.03633 2.91863 2.95401  0.432
32 I 5.06566 3.26540 -0.37689  0.175
33 C 3.27403 3.83944 -1.23526  0.071
34 C 3.22268 4.98902 -2.06416  -0.108
35 C 2.05618 5.41260 -2.64011  -0.389
36 I 2.07465 7.11719 -3.81994  0.204
37 C 0.85374 4.67352 -2.41983  1.279
38 C -0.40191 4.98723 -2.97464  -0.954
39 C -1.49440 4.20334 -2.69084  -1.529
40 C -1.33967 3.09737 -1.85660  -0.583
41 N -0.17668 2.74979 -1.31968  0.718
42 C 0.91704 3.53567 -1.59358  -0.099
43 C 2.12734 3.13906 -0.98512  -0.419
44 O 2.04009 2.04843 -0.19474  0.436
45 H 4.13888 5.53953 -2.23513  0.493
46 H -0.49667 5.85190 -3.62125  0.331
47 H -2.47008 4.42957 -3.09809  0.542
48 H -2.20229 2.49224 -1.60510  0.524
49 C 1.72070 0.03847 -4.73651  -1.577
50 C 1.31508 0.26828 -3.35937  0.579
51 N 1.00845 0.46244 -2.27414  0.148
52 H 1.09944 0.63956 -5.40042  0.445
53 H 1.59658 -1.01779 -4.97450  0.384
54 H 2.76630 0.32354 -4.85561  0.344
55 C 5.62742 -1.28364 0.06093  -0.803
56 N 4.83426 -1.67573 -1.10749  0.220
57 C 4.46964 -3.08970 -0.99164  -0.986
58 N 3.74777 -3.39017 0.24738  0.223
59 C 4.56530 -2.96614 1.38849  -1.034
60 N 4.93477 -1.55032 1.32194  0.225
61 C 3.78890 -0.68327 1.51782  -1.277
62 P 2.52422 -0.94829 0.17969  3.034
63 C 3.66877 -0.83200 -1.28522  -1.458
64 C 2.41784 -2.80557 0.26686  -1.521
65 H 5.86694 -0.22184 -0.00532  0.314
66 H 6.55644 -1.85167 0.05148  0.322
67 H 5.38287 -3.68264 -1.00376  0.309
68 H 3.86134 -3.38261 -1.84934  0.340
69 H 5.47889 -3.56005 1.39067  0.307
70 H 4.02867 -3.16136 2.31776  0.376
71 H 4.09646 0.36523 1.50185  0.216
72 H 3.33915 -0.90104 2.48546  0.298
73 H 3.96361 0.21167 -1.41530  0.197
74 H 3.13007 -1.15925 -2.17487  0.439
75 H 1.84915 -3.17594 -0.58986  0.454
76 H 1.90074 -3.11117 1.18162  0.446
77 C -6.85100 -1.90076 1.55625  -1.489
78 C -5.87163 -2.83703 0.90123  0.578
79 C -4.73681 -3.27930 1.58137  -0.663
80 C -3.86596 -4.20014 1.01768  -0.141
81 C -4.10333 -4.67549 -0.26631  -0.011
82 N -3.22452 -5.61462 -0.89289  -0.060
83 C -1.86294 -5.63749 -0.82827  0.180
84 O -1.17391 -6.60001 -1.03734  -0.589
85 N -1.23200 -4.40493 -0.46439  0.081
86 C -1.51235 -3.14315 -0.92126  0.281
87 C -2.45878 -2.85265 -1.91523  -0.297
88 C -2.68482 -1.53628 -2.26903  -1.651
89 C -1.96587 -0.52797 -1.66027  -0.219
90 N -1.02522 -0.78709 -0.74077  0.415
91 C -0.81784 -2.06378 -0.37645  -1.392
92 C -5.22744 -4.24485 -0.95999  -0.263
93 C -6.10383 -3.34196 -0.37573  -0.840
94 H -6.34586 -1.16676 2.18599  0.316
95 H -7.54138 -2.45273 2.19728  0.333
96 H -7.44920 -1.36791 0.81778  0.398
97 H -4.56096 -2.93609 2.59557  0.509
98 H -3.02373 -4.57450 1.58694  0.538
99 H -3.61025 -6.50098 -1.18925  0.277
100 H -0.30348 -4.58004 -0.11099  0.213
101 H -2.98971 -3.65325 -2.41153  0.778
102 H -3.41933 -1.29193 -3.02508  0.575
103 H -2.12103 0.50537 -1.93757  0.321
104 H -0.08519 -2.24164 0.39872  0.716
105 H -5.42576 -4.63753 -1.95249  0.436
106 H -6.99185 -3.03731 -0.91785  0.429

Output
net charge = +3
Kohn-Sham gap = 6.090 eV
multiplicity = 1
E_LUMO = -8.7436 eV

Formula: C19H38N5O4S
Source: the Open Molecules 2025 dataset
Level of theory: ωB97M-V/def2-TZVPD

Each line ends with the Mulliken charge.
CARTESIAN COORDINATES (ANGSTROEM)
1 C 2.35223 3.48725 2.36059  -0.914
2 C 0.88471 3.84114 2.60262  -0.381
3 O 0.12669 3.95748 1.34673  -0.452
4 C 0.04956 2.82240 0.70924  0.317
5 N -0.27720 1.61781 1.18192  -0.464
6 C -0.24988 0.73935 0.18521  0.138
7 N -0.53283 -0.55991 0.30585  0.145
8 S -0.50878 -1.69404 -0.96099  0.077
9 C -0.93739 -1.00031 1.68053  -0.661
10 C -0.94440 -2.50177 1.88506  -1.185
11 C 0.44427 -3.18593 1.90587  -0.438
12 C 1.58115 -2.33762 2.51775  -1.083
13 C 2.51137 -1.78593 1.41254  0.623
14 C 3.44428 -2.90374 0.91613  -0.884
15 O 4.77453 -2.60227 1.30859  -0.367
16 C 5.71680 -3.01088 0.31895  -0.706
17 N 0.10987 1.39370 -0.95976  0.270
18 O 0.26669 1.03789 -2.24869  -0.232
19 C 1.65702 1.11145 -2.68565  0.003
20 C 2.14473 -0.20255 -3.27161  -1.166
21 N 0.27423 2.69776 -0.59860  0.654
22 O 0.60505 3.75846 -1.37962  -0.387
23 C -0.44708 4.12598 -2.31094  -0.208
24 C -1.85562 3.91722 -1.79186  -1.035
25 H 2.59396 2.53473 2.82834  0.266
26 H 2.59658 3.41138 1.30053  0.267
27 H 3.02919 4.22798 2.77587  0.367
28 H 0.40040 3.05151 3.16650  0.345
29 H 0.82309 4.77683 3.14065  0.394
30 H 0.75978 -1.69685 -1.43432  -0.169
31 H -1.97020 -0.65815 1.78630  0.519
32 H -0.37141 -0.48040 2.44375  0.350
33 H -1.64020 -3.01458 1.22423  0.244
34 H -1.35469 -2.65265 2.88584  0.470
35 H 0.72930 -3.56872 0.92746  0.340
36 H 0.32453 -4.06301 2.54232  0.471
37 H 1.23611 -1.57502 3.21386  0.473
38 H 2.19528 -3.02170 3.10273  0.461
39 H 1.89860 -1.43287 0.58105  -0.673
40 H 3.11058 -0.94727 1.76177  0.383
41 H 3.34960 -3.05794 -0.16344  0.457
42 H 3.17368 -3.86000 1.37663  0.372
43 H 6.66956 -2.57959 0.61084  0.264
44 H 5.76745 -4.10156 0.31811  0.295
45 H 5.45219 -2.62988 -0.66926  0.289
46 H 1.67365 1.84429 -3.49322  0.322
47 H 2.32450 1.50735 -1.92426  0.331
48 H 2.50365 -0.84649 -2.46634  0.136
49 H 3.01285 0.03482 -3.88149  0.440
50 H 1.37174 -0.70609 -3.84297  0.324
51 H -0.30810 3.64225 -3.27673  0.219
52 H -0.30731 5.19081 -2.48219  0.384
53 H -2.52890 4.34876 -2.53013  0.442
54 H -2.04639 4.46314 -0.86989  0.274
55 H -2.07953 2.85759 -1.68172  0.244
56 C -5.90781 -0.56973 0.15274  -1.253
57 C -5.17058 -0.36856 -1.16685  -0.002
58 C -5.16141 -1.62548 -2.04480  -0.410
59 C -4.49093 -2.73285 -1.35696  0.244
60 N -3.96062 -3.59862 -0.81268  -0.463
61 H -5.42813 -1.33396 0.76633  0.334
62 H -5.91559 0.35487 0.73024  0.340
63 H -6.94281 -0.86895 -0.01796  0.365
64 H -4.14153 -0.06008 -0.96061  -0.088
65 H -5.64313 0.44337 -1.72233  0.343
66 H -4.63706 -1.43083 -2.98064  0.284
67 H -6.17994 -1.93079 -2.28713  0.339

Output
net charge = +1
Kohn-Sham gap = 9.725 eV
multiplicity = 1
E_LUMO = -2.0849 eV

Relative energy (zero: lowest compared OMol25 entry of this formula, charge and spin): 0.282 0.000 (eV)